# 1
C16H31N2OPPtSi | ωB97M-V/def2-TZVPD

Summary:
Multiplicity: 5
Orbital gap (spin up / spin down) (eV): 3.5842 / 5.9297
E_HOMO (spin up / spin down) (eV): -3.2 / -7.9

Element x y z (Å)
Pt -0.51241 0.66046 -0.38695
P -0.91537 0.41032 -2.60923
Si 2.29651 -0.15133 -0.64713
O -1.58576 2.55267 -0.63761
N -0.09232 0.17397 2.31278
N 0.75424 -0.85099 -0.30763
C 0.57603 -1.19055 5.42451
C 2.42782 1.66811 -0.21390
C 0.57452 -0.01343 3.26494
C -1.16678 2.88871 0.59665
C -0.86494 -2.63154 0.00077
C -1.20077 -3.96476 -0.22447
C -0.20880 4.05156 0.70327
C -0.39093 -1.15035 -3.39167
C -2.66814 0.57909 -3.04577
C 1.06944 -4.44744 -0.92017
C 1.31616 -0.23849 4.47988
C -2.19456 2.82196 1.69757
C -0.24498 -4.86683 -0.69436
C 0.44947 -2.18719 -0.28771
C -0.04389 1.73391 -3.51082
C 1.44056 -3.13024 -0.67849
H -0.25379 1.62968 0.84835
H 2.47416 -2.80818 -0.83540
H -0.57975 -1.10522 -4.47318
H 0.67482 -1.33589 -3.22669
H -0.64202 4.90455 0.15941
H -0.45601 -0.85586 5.57247
H -0.52845 -5.90711 -0.88157
H -0.31574 1.70761 -4.57429
H 1.05924 -1.23724 6.40539
H 3.31476 -0.82112 0.19117
H 1.81398 -5.15618 -1.28516
H 0.55835 -2.19646 5.00479
H 1.83144 2.29835 -0.88232
H -3.07680 1.45212 -2.52318
H -2.58606 3.84089 1.84709
H 3.48875 1.92775 -0.33517
H -3.01114 2.15032 1.44063
H -0.06933 4.34247 1.75452
H 0.77693 3.82912 0.28865
H 2.59722 -0.30267 -2.09611
H -0.95957 -1.98621 -2.96848
H 2.13918 1.84374 0.82790
H -0.34146 2.69625 -3.07670
H -1.58761 -1.89679 0.36278
H -2.78744 0.70057 -4.12994
H 2.29799 -0.65012 4.20631
H -3.20536 -0.32005 -2.72127
H -2.22411 -4.28467 -0.02055
H 1.04016 1.60714 -3.40552
H -1.74508 2.48164 2.63994
H 1.48759 0.73394 4.96169



# 2
C4H11N2O | ωB97M-V/def2-TZVPD

Summary:
Multiplicity: 1
Total charge: +1
Orbital gap (eV): 10.3014
E_HOMO (eV): -13.3
Energy above the lowest of the compared OMol25 structures with the same formula, charge and spin (eV): 1.425

Element x y z (Å)
O 0.40904 0.44445 -0.47576
N -1.45170 -3.76507 -0.67844
N -0.97239 -1.69556 0.29001
C 1.09373 1.18441 0.57836
C 1.37758 2.58189 0.12871
C -0.82693 -2.61217 -0.61343
C 0.65366 3.62091 0.49694
H 2.20673 2.67401 -0.56039
H -0.17393 3.55103 1.18201
H -0.12214 1.06777 -0.98636
H -0.40332 -0.81541 0.14873
H -2.15052 -4.04882 -0.00898
H 2.02295 0.64932 0.74940
H -1.27353 -4.40125 -1.43822
H 0.89038 4.58829 0.07232
H -0.10509 -2.42495 -1.39364
H 0.48486 1.16234 1.48224
H -1.65939 -1.76122 1.02650



# 3
C15H21F3N2O6S | ωB97M-V/def2-TZVPD

Summary:
Multiplicity: 1
Orbital gap (eV): 8.5445
E_HOMO (eV): -8.0

Element x y z (Å)
S -1.95018 0.74407 -3.20945
F 3.30580 0.47158 0.23385
F 2.12703 2.25978 1.07959
F 1.89222 0.27953 2.04458
O 0.89041 -0.88488 -0.57417
O -1.14998 -0.26086 -3.88916
O -1.46960 1.21225 -1.70708
O -3.38055 0.54911 -3.14529
O -1.42587 2.14496 -3.97539
O 0.57643 3.25244 -3.88205
N -2.21828 2.05436 0.84780
N 1.36459 -2.49259 -0.03273
C -0.57931 2.94179 -3.11236
C -1.81356 1.69856 4.28190
C 1.04704 1.40692 -1.51907
C -2.34894 2.34967 1.95670
C 1.52497 -3.61031 0.27223
C 1.72971 -5.03613 0.66282
C -2.51545 2.72446 3.38734
C 2.47668 -5.65423 -1.69152
C -2.37523 0.28981 4.12282
C 2.10532 0.88398 0.79585
C -0.34760 2.09948 -1.77748
C -1.29392 4.24177 -2.57406
C 2.82209 -5.66382 -0.20638
C 0.88186 0.56549 -0.15452
C -1.79097 5.21820 -2.03108
H -1.86619 -0.40012 4.79839
H -2.23411 -0.08749 3.10746
H -0.37042 2.90072 -0.98587
H 3.76506 -5.13024 -0.05790
H -3.44375 0.26525 4.35362
H 1.54322 -6.19139 -1.88051
H 1.79350 2.24192 -1.34924
H 2.98327 -6.69635 0.11488
H -0.74352 1.68147 4.05606
H 3.26830 -6.13616 -2.26867
H 0.78771 -5.57782 0.54611
H 2.37093 -4.63629 -2.07320
H -0.07289 0.84257 0.38805
H -1.91663 2.00707 5.32538
H 2.01587 -5.07835 1.71591
H -3.58133 2.77306 3.62158
H -2.11267 5.90850 -1.21332
H 0.10106 -0.99144 -1.17377
H 0.28767 4.02657 -4.41045
H -2.08843 3.71667 3.54647
H 1.42865 0.77645 -2.36467



# 4
C4H5NO | ωB97M-V/def2-TZVPD

Summary:
Multiplicity: 1
Orbital gap (eV): 10.8196
E_HOMO (eV): -10.0
Energy above the lowest of the compared OMol25 structures with the same formula, charge and spin (eV): 1.710
SMILES: C#CCNC=O

Element x y z (Å)
O -1.81659 1.86023 -0.26037
N -0.52698 0.38889 0.90974
C 0.49970 0.28341 -0.11712
C -1.61856 1.17420 0.72287
C 1.14021 -1.03448 -0.08551
C 1.66818 -2.11507 -0.03010
H -2.32937 1.10652 1.56716
H -0.44442 -0.18050 1.73976
H 0.02004 0.46386 -1.08646
H 2.12267 -3.08104 0.01215
H 1.26295 1.06344 0.00827



# 5
H4NS | ωB97M-V/def2-TZVPD

Summary:
Multiplicity: 1
Total charge: -1
Orbital gap (eV): 7.2953
E_HOMO (eV): -2.6
Energy above the lowest of the compared OMol25 structures with the same formula, charge and spin (eV): 0.092

Element x y z (Å)
S -2.33103 -0.13400 0.27898
N 1.20035 -0.39320 0.31474
H -2.06137 1.01736 -0.37792
H 1.42448 -0.75636 -0.61628
H 0.17900 -0.27010 0.17485
H 1.58858 0.53630 0.22562



# 6
C22H28N4OS | ωB97M-V/def2-TZVPD

Summary:
Multiplicity: 1
Orbital gap (eV): 8.1559
E_HOMO (eV): -7.4
Energy above the lowest of the compared OMol25 structures with the same formula, charge and spin (eV): 0.000
SMILES: CN(C)CCNc1nc2sc3c(c2c(=O)n1Cc1ccccc1)CCCCC3

Element x y z (Å)
S 0.31956 -1.84193 2.70163
O -0.67999 -2.38769 -2.12705
N 0.66093 -0.65836 -1.50119
N 1.71465 3.99920 1.50767
N 1.23157 -0.23094 0.74322
N 2.07825 1.10780 -0.90387
C -0.86095 -3.20412 0.82655
C -1.67124 -4.20243 0.05665
C 0.51157 -1.31218 1.07177
C 0.29496 3.23900 -4.26338
C -2.76541 -4.92226 0.85442
C -1.50253 2.76966 -2.75029
C -0.98557 1.50721 -2.52497
C 1.42295 3.07084 0.44185
C 2.79072 4.91933 1.21383
C -3.43693 -4.01083 1.88434
C 0.18394 1.10199 -3.15857
C -1.23101 -4.12804 3.18247
C -2.76299 -4.06608 3.25981
C -0.86264 3.63906 -3.61818
C -0.12467 -1.79989 -1.21468
C 2.53212 2.05262 0.09128
C 1.29543 0.06605 -0.52522
C 0.81864 1.97896 -4.03150
C 1.87783 3.37490 2.80350
C -0.17319 -2.12680 0.18043
C -0.68188 -3.18079 2.17181
C 0.75344 -0.26808 -2.89910
H 1.17754 3.65318 -0.45375
H -2.40872 3.07499 -2.24930
H 1.81659 4.14821 3.56950
H 2.78468 5.70991 1.96418
H 3.41233 2.56067 -0.30792
H -1.26724 4.62433 -3.79382
H 2.83839 2.85289 2.91831
H -4.48425 -4.29499 2.00648
H 2.62288 5.36976 0.23679
H -0.91734 -5.14191 2.92167
H -2.12623 -3.66484 -0.77780
H 1.88707 1.50787 -1.81123
H 1.79489 -0.33093 -3.23269
H -0.99170 -4.93712 -0.38673
H 1.72442 1.66998 -4.53523
H 0.16829 -1.02345 -3.44052
H -2.36171 -5.80240 1.35571
H -1.49019 0.82691 -1.85449
H -3.06054 -3.18559 3.83282
H 1.07318 2.66067 2.96263
H -0.81025 -3.89624 4.16211
H 0.53331 2.50411 0.73107
H -3.51219 -5.27831 0.14178
H -3.11143 -4.94723 3.80291
H 3.78504 4.44811 1.22229
H 2.80212 1.48160 0.97921
H -3.42172 -2.98617 1.50875
H 0.79522 3.90982 -4.94597



Which value of multiplicity does entry 6 give?
1



What is the formula in the third record?
C15H21F3N2O6S